(1)
A structure of composition C37H51BrN2P2PbS at a distorted geometry. Source: the Open Molecules 2025 dataset; level of theory: ωB97M-V/def2-TZVPD.

Calculated values
max |F|: 4.19 eV Å⁻¹
frontier orbital gap (spin up / spin down): 0.193 / 0.193 hartree
molecular weight: 904.9 g/mol
energy relative to the best compared isomer or geometry (same formula, charge and spin): 0.3332 eV

The geometry in ORCA input format:
```
! RIJCOSX wB97M-V def2-TZVPD def2/J DEFGRID3
* xyz 4 1
H -1.212 -1.869 -1.276
C -4.460 4.345 2.842
H -3.628 1.446 -0.717
H -4.944 -2.337 0.170
H 2.426 -1.380 -4.380
C -2.577 -2.385 -2.858
C 1.780 3.499 1.126
H -3.018 1.257 3.015
C -2.035 3.058 2.344
C 0.422 3.222 0.877
H -3.632 -2.668 -3.015
H 6.225 -0.054 -0.806
C 4.849 -1.652 -1.421
C 1.763 -0.773 0.855
C 2.004 4.303 -1.143
H 6.252 -1.507 0.204
H 4.848 -3.236 -3.895
H -0.309 -3.359 1.924
H -4.914 -0.888 1.210
C -0.366 -2.186 4.414
H -5.192 2.387 3.405
C 3.460 -1.562 -4.056
C 0.053 -1.579 3.141
H 4.112 -0.993 -4.737
C 1.499 -2.207 -1.538
H -2.447 -3.065 -0.809
C 2.565 4.036 0.107
H -1.229 3.407 -0.511
H 0.729 -0.717 3.261
H 2.029 -0.335 1.816
H -1.961 -3.237 -3.205
H 2.620 4.729 -1.936
H -6.901 -0.427 0.131
C 0.656 4.029 -1.385
H 4.315 -2.489 -0.942
H 0.223 4.199 -2.371
N -0.843 0.920 1.128
H -1.270 5.004 1.808
H 3.595 -3.414 -5.137
C -4.008 0.542 -2.688
C 5.596 -0.835 -0.363
C 1.018 -2.726 -0.379
C -3.212 0.663 -1.383
Pb -1.742 -1.023 1.793
H -6.494 -1.391 -1.289
Br 0.717 0.284 -2.660
C -6.093 -0.657 -0.577
C -0.581 -4.060 5.917
C 0.092 -2.337 1.909
C -4.871 -1.231 0.146
C 3.791 -3.051 -4.121
H -3.791 -0.396 -3.206
H -5.088 0.582 -2.532
H 0.636 -3.757 -0.331
H -1.340 -1.308 7.560
H -2.171 0.948 -1.609
S -0.474 2.222 2.069
H 4.907 -0.367 0.349
C -0.316 -3.577 4.628
C 1.958 -0.795 -1.612
H 2.189 3.276 2.110
H -2.307 -1.536 -3.506
C 0.971 -1.952 0.812
C 2.189 -0.170 -0.291
H 6.317 0.747 -2.833
H -0.495 -5.132 6.137
H 5.561 -2.103 -2.132
P -3.145 -0.842 -0.359
C 5.466 1.145 -3.398
H 5.458 0.677 -4.391
H 1.439 -2.760 -2.473
C 4.147 0.956 -2.647
H 3.621 4.236 0.288
C -0.780 -1.355 5.473
H 3.315 1.437 -3.181
H 3.174 -3.648 -3.442
N -0.948 -3.259 6.920
H 4.196 1.439 -1.657
C -3.124 2.328 2.836
C -3.361 5.085 2.392
C -1.043 -1.942 6.719
P 3.654 -0.771 -2.448
H -0.070 -4.277 3.831
H -3.765 1.365 -3.375
H 2.625 0.833 -0.295
C -0.157 3.538 -0.355
C -2.140 4.444 2.151
H 5.641 2.216 -3.553
H -0.342 0.923 0.237
H -0.931 -0.281 5.346
C -4.341 2.971 3.063
C -2.287 -2.122 -1.370
H -3.447 6.160 2.218
H -5.415 4.843 3.012
H -5.885 0.275 -1.100
*
```

=====

(2)
A cluster of 5 separate species, C37H51ClF4N3O4P2 in total. Source: the Open Molecules 2025 dataset; level of theory: ωB97M-V/def2-TZVPD.

Calculated values
max |F|: 0.95 eV Å⁻¹
frontier orbital gap: 0.291 hartree
molecular weight: 775.2 g/mol

The geometry in ORCA input format:
```
! RIJCOSX wB97M-V def2-TZVPD def2/J DEFGRID3
* xyz 1 1
H -4.469 2.106 5.820
C 2.174 4.975 3.246
H 1.280 1.877 4.274
C -0.029 3.279 3.323
C 0.962 5.404 2.724
N 0.192 -1.571 0.463
H 3.241 3.382 4.207
H -0.203 2.544 -2.515
C 2.037 7.347 -5.394
C -1.508 -3.417 -2.437
C 5.871 -2.942 3.340
H 1.473 2.733 -1.917
F 3.690 -3.801 3.068
H -0.154 -1.274 -2.473
H -3.568 0.113 -0.736
Cl 2.706 0.091 -0.916
H 3.029 5.638 3.222
C 0.321 5.495 -6.562
C 0.805 7.756 -5.887
C -4.651 -0.014 -0.814
H 2.932 -3.445 1.231
H 5.508 -1.956 3.082
P 1.943 -4.200 -0.454
C -0.115 4.543 2.774
C 1.062 0.871 -2.941
N 0.452 -3.439 -0.865
H 0.847 6.386 2.285
H 7.082 -6.500 4.237
C -2.571 -4.449 -2.073
F -1.301 4.948 2.271
H 0.513 8.795 -5.820
H -2.312 -2.256 1.039
H 0.438 0.679 -0.928
H -0.907 2.647 3.352
C -0.049 6.829 -6.468
H -2.542 -4.647 -0.997
C -4.150 2.115 4.786
O 2.683 -3.074 0.363
C 5.405 -5.293 3.687
C -3.244 1.000 2.900
H -0.325 4.758 -7.019
H -5.102 0.975 -0.801
H -1.010 7.144 -6.853
C -5.030 -0.788 -2.085
H -3.916 -3.366 -3.345
C 2.418 6.016 -5.476
O -5.487 -2.101 -1.834
H 2.731 -5.207 -2.133
H 0.154 -0.561 0.541
H -4.927 -3.537 -0.519
P -0.045 -2.569 1.953
C 0.090 -1.194 3.141
C -4.232 3.285 4.042
C -3.318 2.141 2.133
H -4.963 -0.580 0.063
H -2.032 -3.920 1.644
H 3.372 5.674 -5.096
H 8.682 -4.616 4.211
C 6.743 -5.504 3.989
C -1.846 -2.862 1.812
C 7.641 -4.446 3.973
H 2.707 8.067 -4.945
H -4.686 -4.734 -2.572
C -0.070 -3.882 -2.194
H 0.228 0.493 -3.543
H 0.610 -3.590 -2.994
H -2.392 -5.376 -2.616
H 1.966 0.666 -3.512
C 2.293 3.708 3.800
C -3.977 -3.926 -2.406
H -0.305 -1.556 4.090
C 1.082 0.121 -1.618
H -1.615 -3.191 -3.502
H -4.613 4.189 4.497
C -3.820 3.295 2.717
C 1.550 5.117 -6.062
C -3.651 0.952 4.215
C -4.486 -2.963 -1.339
C 5.007 -4.013 3.369
F 1.916 3.816 -6.143
F -2.722 -0.126 2.330
H -4.204 -0.793 -2.809
H -3.655 -2.404 -0.899
H -0.473 -0.310 2.841
C 0.424 -2.059 -0.714
H -1.737 -2.487 -1.907
H 1.144 -0.947 3.253
C 0.851 2.373 -2.735
O 1.760 -5.485 0.207
H -2.978 2.129 1.106
H 7.903 -2.343 3.640
N 0.621 -1.255 -1.819
H 4.684 -6.098 3.697
O 2.739 -4.286 -1.823
H -3.576 0.030 4.777
H 1.079 2.916 -3.649
C 7.205 -3.168 3.650
H -2.324 -2.581 2.751
H -0.066 -4.972 -2.159
H -3.878 4.203 2.136
H -5.856 -0.284 -2.584
C 1.192 2.864 3.837
*
```

=====

(3)
A cluster of 11 separate species, C37H51F5O33 in total at a distorted geometry. Source: the Open Molecules 2025 dataset; level of theory: ωB97M-V/def2-TZVPD.

Calculated values
max |F|: 2.15 eV Å⁻¹
SMILES: O=C1OC[C@@H](F)O1.O=C1OC[C@@H](F)O1.O=C1OC[C@@H](F)O1.O=C1OC[C@@H](F)O1.O=C1OC[C@@H](F)O1.C[C@H]1COC(=O)O1.C[C@H]1COC(=O)O1.C[C@H]1COC(=O)O1.C[C@H]1COC(=O)O1.COC(=O)OC.COC(=O)OC
frontier orbital gap: 0.401 hartree
molecular weight: 1118.8 g/mol

The geometry in ORCA input format:
```
! RIJCOSX wB97M-V def2-TZVPD def2/J DEFGRID3
* xyz 0 1
O 3.340 4.134 1.870
H 5.591 3.236 0.407
H -5.559 0.635 -0.298
H -5.633 -0.671 -1.550
C 2.807 1.719 -2.725
H -4.013 -0.951 -3.236
O -5.651 1.536 4.036
O 0.089 0.137 1.710
H 2.453 -0.092 -3.787
H 1.615 0.484 0.319
O -1.178 -0.610 0.063
H 1.336 -2.461 -6.278
O 0.263 5.110 -0.565
C -1.255 4.020 -3.914
C 1.339 -0.986 5.476
O 3.394 -2.329 -1.020
C -1.590 -5.124 1.711
C 6.060 1.748 1.887
O -0.629 -5.812 1.643
O 0.783 -3.990 -2.713
H -5.060 -0.405 4.402
H 0.269 -2.148 0.085
C -1.506 3.711 -5.382
H -0.223 -5.866 -2.405
H 0.627 -5.099 -1.036
O 0.467 -2.866 2.740
C -5.522 0.191 3.616
O 0.866 -4.808 -4.819
H 1.540 -5.869 -2.245
C 0.713 -2.444 3.830
H 3.119 -3.132 6.213
H -4.655 -0.749 -0.074
H -2.931 0.602 -0.962
O -0.192 3.068 -3.664
C 0.751 -3.901 -4.037
H 2.052 2.483 -2.880
C 5.263 2.942 1.410
C -3.412 -0.079 -2.975
C 4.329 -1.405 -0.774
H -3.691 -3.391 3.234
H -6.454 -0.267 3.285
C 0.636 -5.270 -2.113
O -6.811 3.094 4.985
H 0.762 -0.192 5.945
O 5.501 4.077 2.248
F 3.801 -4.492 -1.458
O 0.097 0.937 -4.374
H -0.903 5.046 -3.843
H -7.533 4.570 6.110
H 3.123 1.191 -4.882
O 0.798 -3.172 4.929
C 0.272 -0.924 -1.754
O -2.083 -4.627 2.854
O -2.294 -4.683 0.654
F -0.603 4.379 -6.161
C -4.997 -0.094 -0.882
C -4.102 2.054 -3.321
O 1.067 -1.155 4.082
C -3.801 0.523 -1.610
O -4.468 3.063 -3.850
O -3.699 0.933 -3.950
C 0.410 -2.305 -5.732
F -1.156 2.556 -0.446
H -2.035 3.768 -3.203
O -4.200 1.843 -2.016
H -4.869 0.173 2.745
O 4.101 2.332 -2.614
O 0.551 -2.622 -4.348
H 1.942 -4.007 7.152
H 0.090 2.326 1.067
C 0.135 -1.115 -0.241
H 0.469 4.706 1.476
O 6.192 1.500 -2.684
C 3.727 2.880 1.389
O -2.149 0.353 1.836
C -7.843 3.558 5.883
H 3.164 -3.180 -2.852
H 3.411 2.004 1.973
F 2.555 1.062 -1.566
O 5.402 -1.619 -1.552
H -4.308 -4.079 0.585
C 5.287 -2.814 -2.310
H -2.480 4.007 -5.765
H -4.139 -5.016 2.769
C 3.093 0.784 -3.876
C 4.375 4.781 2.431
H -0.007 -1.308 -5.843
H 3.311 2.672 0.404
H 1.288 -1.126 -2.074
C -3.365 -3.863 1.080
O 4.230 -0.557 0.052
C 3.817 -3.242 -1.985
O 4.457 0.391 -3.584
O 4.296 5.807 3.026
H -7.916 2.893 6.739
H -8.771 3.532 5.314
O -1.301 2.330 -5.445
H 7.084 2.080 2.051
C 1.183 4.270 -1.099
H 1.639 -1.062 1.288
O 1.974 4.637 -1.910
C -0.419 2.002 -4.474
C -1.162 -0.008 1.274
C 1.039 -0.334 0.748
H -0.028 0.075 -2.074
C -3.419 -4.216 2.581
C -6.692 1.799 4.811
C 5.036 1.412 -2.924
H 2.387 -0.687 5.557
H -0.363 -2.946 -6.163
H 5.997 -3.573 -1.988
H 5.999 0.904 1.201
H 5.710 1.327 2.834
H 5.430 -2.531 -3.351
H 2.508 -2.451 7.729
C -0.209 4.508 0.641
C -0.115 3.045 0.278
C 2.231 -3.004 6.832
F -3.029 -2.569 0.906
H -2.395 -0.468 -2.912
H -1.160 4.943 0.935
H 0.142 -2.266 6.628
O 1.075 3.076 -0.509
O -7.439 0.969 5.246
H -0.518 -1.521 -2.207
C 1.076 -2.377 6.074
*
```

=====

(4)
A structure of composition C37H52CsN7O2SSb. Source: the Open Molecules 2025 dataset; level of theory: ωB97M-V/def2-TZVPD.

Calculated values
max |F|: 0.82 eV Å⁻¹
frontier orbital gap: 0.233 hartree
molecular weight: 913.6 g/mol
energy relative to the best compared isomer or geometry (same formula, charge and spin): 0.7395 eV

The geometry in ORCA input format:
```
! RIJCOSX wB97M-V def2-TZVPD def2/J DEFGRID3
* xyz -1 1
H 1.545 -4.877 0.518
C -2.128 -2.233 -2.898
N -2.285 2.202 1.003
C -2.841 -3.243 1.731
H -4.587 -2.496 2.766
C 4.409 -1.225 1.768
H 4.329 2.218 0.849
H -4.567 -3.293 -2.653
H -1.551 -2.190 3.142
H 1.270 -0.123 -6.674
C 1.639 0.205 -3.277
H -1.236 -3.928 3.048
S -1.316 4.893 -1.504
C -0.756 -5.332 -0.890
H 0.848 0.050 4.495
H 1.144 -3.260 1.129
H 5.225 -1.725 1.263
C -2.642 3.500 2.953
Cs 0.363 1.061 0.084
C -3.477 2.565 0.545
O 1.031 -0.038 -2.189
H -4.032 -4.907 2.416
H -4.531 4.506 3.086
H 3.635 0.609 4.500
H 0.114 -0.601 -4.566
H 2.946 -1.627 0.223
C 0.718 -4.202 0.775
C -3.394 -4.653 1.559
H -5.308 3.639 0.876
H 3.047 5.791 -0.828
H 3.496 0.996 -6.676
C 2.464 4.963 -0.413
C -4.335 3.375 1.270
C 5.484 1.342 -0.803
H -4.680 -2.301 1.011
H -2.595 -5.393 1.522
C 3.151 -1.184 1.194
C 1.089 -0.126 -4.555
H -3.750 2.189 -0.435
H -4.266 -0.893 -0.537
H 6.514 1.245 -0.507
H -0.359 7.117 1.742
C -3.897 3.856 2.496
N -0.188 1.010 3.002
H 4.527 1.606 -4.521
C 0.163 5.105 -0.772
C 2.938 0.832 -3.310
C -0.592 6.120 1.358
C -1.855 2.636 2.186
C 3.514 0.077 3.564
C 0.716 -3.438 -1.576
H 1.329 3.944 -1.989
N 1.335 4.657 -1.280
N 0.415 5.706 0.411
H -3.514 -4.395 -1.756
C 3.569 1.094 -4.530
C 2.995 0.763 -5.745
H 1.020 -2.403 -1.396
C 1.082 0.736 3.668
N 2.118 -0.594 1.789
H -1.556 6.133 0.855
H 2.227 6.260 1.340
H 0.170 -4.657 1.600
C 2.260 0.052 2.943
C -2.019 -3.171 3.019
N 3.273 1.712 -0.950
C 1.744 0.144 -5.735
H -1.265 -5.845 -0.075
H 1.496 1.642 4.126
H -4.358 -0.791 -2.303
H 3.111 4.100 -0.294
H -4.695 -3.401 -0.897
C 3.670 1.155 -2.082
C -3.987 -3.411 -1.728
H 1.620 -4.056 -1.653
Sb -1.582 -2.395 0.117
C -0.460 2.280 2.783
O 0.270 3.295 2.957
C -3.678 -0.947 -1.456
C 1.762 5.386 0.881
H -3.995 -4.756 0.655
H 1.700 4.580 1.619
H -1.277 -1.552 -2.804
N 5.017 0.918 -2.023
H -2.962 -0.121 -1.441
C 4.584 -0.577 2.983
H 0.048 -5.992 -1.243
H -2.678 -3.345 3.879
H -2.251 3.868 3.892
H 5.554 -0.567 3.466
H -2.762 -1.871 -3.718
H -1.762 -3.221 -3.180
H 5.535 0.443 -2.740
C -4.004 -2.255 1.867
H -3.645 -1.227 1.967
H -0.621 5.410 2.189
C -0.172 -3.993 -0.455
C 4.387 1.818 -0.152
C -2.957 -2.289 -1.615
H 0.222 -3.467 -2.546
H -1.467 -5.217 -1.712
*
```